[1]
Formula: C10H11ClSi
Source: OMol25
Level of theory: ωB97M-V/def2-TZVPD

Its calculated total energy is -1137.3254 hartree. The SMILES is Cl[SiH2]C[C@H]1C=Cc2ccccc21. The HOMO-LUMO gap comes out at 9.1 eV. Its charge is 0. The value obtained for the highest occupied orbital energy is -8.38 eV.

```
23
Properties=species:S:1:pos:R:3:nbo_charge:R:1
H 3.450 -1.754 1.228 0.22
H -0.958 -0.972 -2.983 0.21
Si -2.256 2.395 1.601 1.07
H 0.210 1.681 1.200 0.23
C 1.464 -0.874 1.034 -0.24
C 0.409 -0.599 0.112 0.07
H 1.616 -2.082 -2.776 0.22
H -2.608 0.387 -1.362 0.22
H 1.497 -0.615 2.110 0.22
H -0.670 2.351 -0.232 0.22
C -0.689 1.732 0.617 -0.78
C 2.594 -1.574 0.513 -0.22
H 3.523 -2.438 -1.262 0.21
C -0.830 -0.684 -1.917 -0.20
Cl -1.797 4.204 2.375 -0.35
C -0.930 0.162 0.208 -0.30
C 0.445 -1.090 -1.255 -0.07
C 2.611 -1.927 -0.844 -0.21
C 1.584 -1.739 -1.747 -0.22
C -1.625 0.002 -1.089 -0.19
H -1.605 -0.083 0.995 0.23
H -2.164 1.446 2.771 -0.18
H -3.272 2.069 0.704 -0.18
```


[2]
Formula: C10H11F9O3
Source: OMol25
Level of theory: ωB97M-V/def2-TZVPD

Its calculated total energy is -1512.1676 hartree. The SMILES is COC[C@@H](CCC(F)(F)C(F)(F)C(F)(F)C(F)(F)F)OC=O. The HOMO-LUMO gap comes out at 10.9 eV. Its charge is 0. The value obtained for the highest occupied orbital energy is -10.41 eV.

```
33
Properties=species:S:1:pos:R:3:nbo_charge:R:1
H -0.096 -1.561 0.056 0.23
H 0.382 0.123 -2.401 0.23
H 4.149 -1.628 1.600 0.18
F -4.616 -0.671 -0.024 -0.29
H 2.454 -0.289 -1.455 0.18
C 4.227 -0.865 0.822 -0.25
C -3.740 -0.244 0.905 0.56
H 3.924 1.157 -1.688 0.09
C 1.763 0.249 -0.803 0.08
F -2.425 -0.637 -2.024 -0.32
F -1.441 0.203 1.198 -0.31
F -3.436 1.785 2.132 -0.30
F -3.548 -1.218 1.817 -0.29
H -0.196 1.021 -1.034 0.24
F -5.123 1.687 0.799 -0.30
C -1.907 -0.984 -0.811 0.66
C 3.327 1.971 -1.255 0.66
C -4.372 0.987 1.634 0.92
F -5.138 0.564 2.630 -0.30
H 1.805 -1.212 0.764 0.17
C 1.987 -0.140 0.643 -0.09
O 2.074 1.654 -0.921 -0.50
H 4.074 -1.352 -0.145 0.16
F -2.472 -2.180 -0.457 -0.33
O 3.782 3.066 -1.113 -0.55
F -2.511 1.285 -0.395 -0.30
H 5.222 -0.432 0.832 0.20
C 0.331 0.114 -1.314 -0.43
C -2.383 0.086 0.225 0.58
C -0.413 -1.161 -0.901 -0.47
H 1.280 0.392 1.278 0.21
H -0.259 -1.946 -1.640 0.24
O 3.298 0.176 1.043 -0.53
```


[3]
Formula: C10H11FN2
Source: OMol25
Level of theory: ωB97M-V/def2-TZVPD

Its calculated total energy is -596.9530 hartree. The SMILES is [H]/N=C(\F)C(=C(C)C)c1ccccn1. The HOMO-LUMO gap comes out at 9.8 eV. Its charge is 0. The value obtained for the highest occupied orbital energy is -8.99 eV.

```
24
Properties=species:S:1:pos:R:3:nbo_charge:R:1
H -1.608 -2.918 0.252 0.21
H 1.134 -0.102 2.068 0.22
C 2.894 -0.002 0.938 -0.16
H -0.095 -2.300 -0.357 0.23
C 1.481 -0.127 1.047 -0.25
C -1.663 -0.789 -0.037 0.09
C 2.598 0.540 -1.321 0.05
C -0.777 0.198 -0.118 -0.14
H 2.847 0.751 -2.413 0.21
H -0.872 3.572 -0.022 0.36
C 0.691 0.138 -0.054 0.17
H -3.341 0.585 0.048 0.24
C 3.491 0.207 -0.255 -0.27
F -2.283 1.981 -1.161 -0.35
C -0.974 -2.113 0.285 -0.64
C -1.241 1.740 -0.306 0.66
H -3.566 -0.569 -1.129 0.24
H 4.598 -0.028 -0.278 0.23
H -3.705 -1.230 0.578 0.23
H -0.520 -1.987 1.301 0.22
H 3.468 -0.168 1.830 0.21
N -0.685 2.620 0.383 -0.68
C -3.157 -0.561 -0.058 -0.67
N 1.285 0.563 -1.219 -0.42
```


[4]
Formula: C10H11FN2O
Source: OMol25
Level of theory: ωB97M-V/def2-TZVPD

Its calculated total energy is -672.1133 hartree. The SMILES is Fc1ncccc1OC[C@H]1C=CCN1. The HOMO-LUMO gap comes out at 9.3 eV. Its charge is 0. The value obtained for the highest occupied orbital energy is -8.40 eV.

```
25
Properties=species:S:1:pos:R:3:nbo_charge:R:1
N 2.124 -0.822 -0.215 -0.64
H -3.509 -1.980 0.085 0.22
O 0.277 -0.389 -1.573 -0.49
C 1.943 0.785 -0.331 -0.12
C 1.490 -1.152 1.033 -0.26
H 2.158 -1.869 1.561 0.21
H 0.515 1.692 -2.031 0.22
H 1.084 2.127 1.372 0.22
H 2.067 0.378 -2.283 0.21
H 0.426 -1.540 0.812 0.19
H -4.328 0.456 0.941 0.21
C 1.280 1.141 1.056 -0.22
H 2.799 1.423 -0.732 0.21
F -0.641 2.198 -0.217 -0.33
C 1.082 0.085 1.826 -0.20
H -1.113 -2.175 -0.965 0.25
C -3.003 -1.044 -0.088 -0.24
H 0.615 0.093 2.802 0.23
C -3.354 0.173 0.387 -0.01
H 3.172 -1.055 -0.440 0.38
C -0.857 -0.196 -0.852 0.21
C -1.357 1.042 -0.282 0.53
C 1.197 0.749 -1.662 -0.10
C -1.641 -1.238 -0.618 -0.24
N -2.428 1.116 0.415 -0.45
```


[5]
Formula: C10H11FO5PdS2
Source: OMol25
Level of theory: ωB97M-V/def2-TZVPD

Its calculated total energy is -1786.7051 hartree. The HOMO-LUMO gap comes out at 3.2 eV. Its charge is +2. The value obtained for the highest occupied orbital energy is -16.66 eV.

```
30
Properties=species:S:1:pos:R:3:nbo_charge:R:1
O 1.717 1.689 -2.688 -0.81
H -0.832 -3.220 0.555 0.23
Pd -2.217 2.551 1.560 0.92
C -1.286 0.562 2.108 0.36
H -1.030 -3.938 -1.253 0.30
S 2.315 1.660 -1.228 1.89
C -0.639 1.312 -0.441 0.41
C -2.440 -0.927 0.111 -0.51
H 4.330 0.215 -0.881 0.31
H 3.302 0.917 2.591 0.21
C 3.202 -0.011 -1.096 -0.82
O -2.815 -2.240 -2.014 -0.64
H -2.472 -1.683 1.034 0.29
H -1.030 -1.088 -1.809 0.20
C -0.739 -2.992 -0.591 -0.66
C -1.722 -1.768 -1.116 0.10
F -1.959 -0.267 3.152 -0.23
S 2.819 2.222 2.251 0.16
H 0.403 -2.735 -0.820 0.24
O 3.249 2.880 -1.041 -0.77
C -0.245 1.813 2.494 0.35
H 3.037 -0.669 -2.078 0.32
C -1.469 0.322 0.620 0.15
C 1.114 1.886 1.521 -0.13
H -3.022 -1.415 -2.573 0.49
C 0.930 1.646 0.034 -0.27
O -0.519 2.686 3.467 -0.35
H -3.543 -0.603 -0.107 0.35
O -1.184 1.833 -1.552 -0.33
H 2.745 -0.640 -0.211 0.24
```


[6]
Formula: C10H11IN2O
Source: OMol25
Level of theory: ωB97M-V/def2-TZVPD

Its calculated total energy is -869.9930 hartree. The HOMO-LUMO gap (alpha / beta) comes out at 7.7 / 7.7 eV. Its charge is 0. The value obtained for the highest occupied orbital energy (alpha / beta) is -8.48 / -8.47 eV.

```
25
Properties=species:S:1:pos:R:3:nbo_charge:R:1
H -0.512 2.488 -1.038 0.23
C -0.164 -3.444 0.943 -0.19
C -1.272 -3.794 0.168 -0.22
C -1.750 -2.952 -0.812 -0.17
I 3.363 -0.368 0.016 0.27
C 0.252 2.753 -0.313 -0.61
H -0.108 2.483 0.677 0.23
C 1.520 0.573 -0.289 0.39
O 1.054 0.498 1.984 -0.98
N 0.486 -0.185 -0.705 -0.33
H 1.107 1.415 2.261 0.43
H -1.769 -4.733 0.357 0.22
H 0.158 -4.114 1.727 0.22
H 0.421 3.826 -0.348 0.21
C -1.075 -1.752 -1.020 -0.16
H -2.038 -0.471 -2.599 0.22
H 2.384 2.478 -0.072 0.24
C 1.558 2.020 -0.619 -0.53
C 0.527 -2.264 0.747 -0.22
C 0.073 -1.434 -0.265 0.22
N -0.362 0.285 -1.658 -0.24
H 1.771 2.115 -1.692 0.25
C -1.268 -0.621 -1.867 0.04
H 1.346 -1.982 1.385 0.26
H -2.626 -3.199 -1.393 0.22
```


[7]
Formula: C10H11N2
Source: OMol25
Level of theory: ωB97M-V/def2-TZVPD

Its calculated total energy is -496.6298 hartree. The HOMO-LUMO gap (alpha / beta) comes out at 6.1 / 6.7 eV. Its charge is +1. Its spin multiplicity is 3. The value obtained for the highest occupied orbital energy (alpha / beta) is -9.88 / -12.46 eV.

```
23
Properties=species:S:1:pos:R:3:nbo_charge:R:1
C -1.169 -0.688 3.221 0.10
H 1.744 1.100 -3.062 0.45
H 2.421 2.016 -0.670 0.29
C 0.067 0.429 0.942 -0.21
C -0.424 -1.060 -1.644 -0.49
H 0.074 1.358 -2.815 0.46
C -0.440 1.132 2.097 0.12
C -0.674 -1.658 -0.260 -0.08
N -0.921 0.614 3.130 -0.42
C 0.813 0.951 -0.042 0.14
H 0.788 2.825 -0.933 0.25
C -0.938 -1.512 2.165 -0.18
N 1.008 1.085 -2.307 -0.55
H -0.362 2.235 1.956 0.18
C 0.873 -0.303 -1.741 -0.08
H -0.597 -1.740 -2.369 0.24
H 1.787 -0.988 -1.758 0.25
C -0.467 -1.024 0.906 -0.05
H -1.046 -0.258 -1.883 0.21
H -0.993 -2.735 -0.135 0.23
H -1.386 -2.516 2.112 0.23
H -1.507 -1.139 4.169 0.22
C 1.351 1.875 -1.079 -0.31
```


[8]
Formula: C10H11N2O
Source: OMol25
Level of theory: ωB97M-V/def2-TZVPD

Its calculated total energy is -572.3059 hartree. The HOMO-LUMO gap comes out at 6.5 eV. Its charge is -1. The value obtained for the highest occupied orbital energy is -2.69 eV.

```
24
Properties=species:S:1:pos:R:3:nbo_charge:R:1
N -1.292 1.410 -0.302 0.06
H -3.121 0.324 -0.942 0.25
C 1.078 1.116 -0.100 -0.20
C -2.580 -0.514 -1.125 -0.66
H 0.074 2.944 -0.120 0.17
H -2.010 -0.661 -2.135 0.22
C 3.543 0.938 -0.070 -0.34
H -1.474 0.114 1.906 0.22
C 3.424 -0.494 -0.289 -0.22
C -1.370 -0.424 -0.189 0.38
H 2.321 2.829 0.365 0.19
H -0.996 -1.355 1.761 0.21
C -1.656 -0.688 1.323 -0.66
N -0.210 -0.864 -0.657 -0.69
O -2.426 1.967 -0.321 -0.61
H -3.072 -1.463 -0.857 0.18
H 4.399 -0.978 -0.297 0.19
C -0.126 1.915 -0.175 -0.05
H -2.686 -1.220 1.592 0.18
H 1.888 -2.064 -0.669 0.21
C 0.977 -0.244 -0.437 0.22
C 2.149 -1.064 -0.520 -0.28
C 2.357 1.705 0.085 -0.17
H 4.566 1.470 0.075 0.19
```


[9]
Formula: C10H11N2O
Source: OMol25
Level of theory: ωB97M-V/def2-TZVPD

Its calculated total energy is -571.9723 hartree. The HOMO-LUMO gap (alpha / beta) comes out at 7.4 / 6.9 eV. Its charge is +1. The value obtained for the highest occupied orbital energy (alpha / beta) is -14.04 / -13.02 eV.

```
24
Properties=species:S:1:pos:R:3:nbo_charge:R:1
H -2.210 1.603 -2.479 0.26
C -1.042 0.516 -0.929 -0.18
H 0.243 3.999 -0.024 0.24
H 0.800 0.436 2.489 0.23
O 1.029 -3.635 -1.652 -0.41
C 0.671 -2.788 -0.787 0.54
C 1.073 -0.578 1.993 -0.42
H -1.600 -1.270 1.457 0.26
H 2.080 -0.544 1.877 0.25
H 1.125 2.118 1.209 0.23
C -0.604 -2.709 0.033 -0.26
C -1.454 1.598 -1.587 -0.20
N 0.278 -0.529 0.822 -0.17
C -0.143 0.639 0.186 0.15
N 1.508 -1.793 -0.519 -0.50
H -1.169 3.756 -1.878 0.24
C -0.003 3.044 -0.273 -0.19
C -0.763 -1.628 0.757 0.02
C -0.838 2.851 -1.369 -0.08
H -1.422 -0.442 -1.210 0.24
C 0.480 1.952 0.417 -0.15
H -1.286 -3.488 -0.082 0.27
H 2.397 -1.653 -1.068 0.42
H 0.847 -1.455 2.618 0.25
```